(1)
This record from the OMol25 dataset describes C7H10B4CaF16O6 as an isolated structure. The level of theory is the ωB97M-V functional and the def2-TZVPD basis.

Properties
ΔE to the lowest compared entry with this formula, charge and spin = 298.17 kJ/mol
Maximum force = 0.119 Eh/bohr

The geometry in ORCA input format:
```
! wB97M-V def2-TZVPD RIJCOSX def2/J DEFGRID3
* xyz -2 1
Ca 0.038 -0.569 1.455
B -1.546 -2.363 2.420
F -2.355 -3.373 2.874
F -2.248 -1.461 1.714
F -0.992 -1.724 3.466
F -0.461 -2.766 1.713
B 1.950 0.872 -1.128
F 3.253 1.314 -1.046
F 1.319 1.810 -1.855
F 1.912 -0.293 -1.830
F 1.404 0.786 0.090
B 3.069 -2.059 0.221
F 3.481 -3.054 1.007
F 1.730 -1.791 0.506
F 3.878 -1.015 0.427
F 3.186 -2.500 -1.069
B 1.581 0.654 3.509
F 2.191 1.782 2.917
F 1.993 0.490 4.826
F 0.229 0.777 3.421
F 1.931 -0.461 2.834
C -0.514 -4.393 -2.354
C -2.048 -4.225 -2.104
O -2.153 -2.838 -1.864
C -0.997 -2.365 -1.397
O -0.882 -1.268 -0.753
O -0.078 -3.334 -1.597
H -0.243 -4.090 -3.365
H 0.033 -5.191 -1.850
H -2.486 -4.764 -1.264
H -2.664 -4.556 -2.940
C -0.024 4.610 -1.685
C -0.620 4.381 -0.308
C -2.104 4.375 -0.257
O -2.505 3.256 0.501
C -1.487 2.389 0.557
O -1.666 1.204 0.902
O -0.381 2.986 0.062
H -0.193 5.684 -1.765
H -0.380 3.913 -2.444
H 1.066 4.616 -1.717
H -0.118 4.985 0.449
H -2.551 4.226 -1.240
H -2.551 5.344 -0.038
*
```

=====

(2)
This record from the OMol25 dataset describes a 2-piece molecular cluster, C7H10BClINO3P overall. The level of theory is the ωB97M-V functional and the def2-TZVPD basis.

Properties
E = -1677.32597 Eh
Maximum force = 0.060 Eh/bohr

The geometry in ORCA input format:
```
! wB97M-V def2-TZVPD RIJCOSX def2/J DEFGRID3
* xyz -1 1
O 6.354 2.191 -1.299
N 6.045 1.057 -0.972
O 5.168 0.542 -1.890
C 4.030 -0.115 -1.165
B 2.689 0.753 -1.552
I 2.648 0.972 -3.734
P 1.033 0.010 -0.942
O -0.109 1.369 -1.017
Cl 0.376 -1.530 -2.316
H 4.194 -0.103 -0.005
H 3.960 -1.248 -1.528
H 2.805 1.813 -1.052
H 0.507 2.166 -0.858
C -3.766 -1.780 2.217
C -2.899 -1.930 1.135
C -2.445 -0.808 0.442
C -2.851 0.467 0.839
C -3.714 0.618 1.923
C -4.176 -0.505 2.610
H -4.122 -2.655 2.754
H -2.578 -2.923 0.830
H -1.775 -0.926 -0.405
H -2.493 1.342 0.302
H -4.029 1.611 2.233
H -4.853 -0.388 3.451
*
```

=====

(3)
This record from the OMol25 dataset describes C7H10BN3S in the gas phase. The level of theory is the ωB97M-V functional and the def2-TZVPD basis.

Properties
ΔE to the lowest compared entry with this formula, charge and spin = 67.24 kJ/mol
Maximum force = 0.071 Eh/bohr

The geometry in ORCA input format:
```
! wB97M-V def2-TZVPD RIJCOSX def2/J DEFGRID3
* xyz 0 1
C 1.538 -1.915 -1.039
B 0.899 -0.646 -0.468
C -0.315 -0.101 -1.186
S -0.926 -0.068 -2.864
C -2.407 0.630 -2.253
C -2.328 0.947 -0.943
C -1.045 0.718 -0.361
C -0.754 0.978 0.996
N -1.666 1.598 1.830
N 0.397 0.605 1.595
N 1.280 -0.027 0.787
C 2.517 -0.239 1.411
H 2.328 -2.016 -0.318
H 0.834 -2.807 -0.984
H 1.874 -1.798 -2.056
H -3.222 0.738 -2.951
H -3.174 1.454 -0.437
H -1.595 1.338 2.820
H -2.665 1.585 1.622
H 2.465 -1.194 1.998
H 3.289 -0.352 0.654
H 2.677 0.576 2.148
*
```